C4H11N5PdTe4 | ωB97M-V with the def2-TZVPD basis set

Each line ends with the natural charge from an NBO analysis.
Geometry (Å):
Te 6.0053 3.0191 -0.0595  0.40
Te 4.6475 0.8171 0.2965  0.08
Te 4.1966 4.8769 -0.0768  0.40
Te 1.9440 3.5683 -0.2606  0.08
Pd 2.1183 1.0426 0.0407  0.52
N 2.0466 -0.9984 -0.0718  -0.79
N 0.0701 0.9987 0.0786  -0.82
N -0.2768 -1.3180 0.0369  -0.60
N -2.0813 0.1044 0.1152  -0.38
N 1.1185 -3.1202 -0.0557  -0.77
C -0.7469 -0.0176 0.0711  0.66
C 1.0143 -1.7825 -0.0262  0.66
C -2.6790 1.4380 0.1617  -0.43
C -2.9721 -1.0358 -0.1212  -0.44
H 0.3172 -3.7272 -0.0695  0.42
H -2.8248 -1.4645 -1.1140  0.22
H -2.1901 2.0549 0.9161  0.22
H -0.9863 -2.0287 0.0966  0.43
H -3.7160 1.3409 0.4654  0.25
H 2.9049 -1.5192 -0.1903  0.39
H -2.8610 -1.8032 0.6489  0.21
H 2.0202 -3.5636 -0.0970  0.43
H -0.4312 1.8734 0.0798  0.39
H -3.9965 -0.6871 -0.0528  0.26
H -2.6417 1.9316 -0.8120  0.22

For the orbital gap (alpha / beta), the calculation gives 4.87 / 4.87 eV. Its relative energy (zero: lowest compared OMol25 entry of this formula, charge and spin) is 2.5 kJ/mol. Its net charge is +2.